[1]
One molecule with the formula C3H7NO2, computed with ωB97M-V with the def2-TZVPD basis set.

Structure (XYZ):
```
13
Properties=species:S:1:pos:R:3:forces:R:3:lowdin_charge:R:1
N -0.8733 0.5632 -0.9286 -0.626 0.002 1.153 -0.009
C -0.3243 0.1631 0.3984 -1.492 1.384 0.579 -0.341
C 0.1403 1.4512 1.1848 -0.831 -1.478 -1.582 -0.233
O 1.0120 1.3021 1.9929 -0.229 1.329 0.167 0.051
C 0.7295 -0.9354 0.1964 0.956 0.256 -3.155 -0.213
O 0.2182 -1.7856 -0.8463 -1.300 -1.775 -2.374 -0.185
H -1.6075 -0.1268 -1.1913 1.287 1.103 -0.390 0.086
H -0.1581 0.8546 -1.6258 -1.038 -0.811 0.703 0.097
H -1.2454 -0.1557 1.0988 1.896 0.210 -1.719 0.188
H -0.5008 2.3977 0.8443 1.426 -1.240 1.055 0.149
H 1.7134 -0.5946 -0.2990 -1.211 0.481 1.462 0.143
H 0.9991 -1.6378 0.9844 -0.401 0.427 0.250 0.120
H -0.1030 -1.4960 -1.8090 1.562 0.111 3.852 0.147
```
Positions in Å, forces in eV/Å.

Output
Relative energy (zero: lowest compared OMol25 entry of this formula, charge and spin): 309.9 kJ/mol
Max |F|: 4.16 eV/A
Structure (SMILES): N[C@H](C=O)CO
HOMO level: -9.6517 eV

=====

[2]
One molecule with the formula C5H10N2O2, computed with ωB97M-V with the def2-TZVPD basis set.

Structure (XYZ):
```
19
Properties=species:S:1:pos:R:3:forces:R:3:lowdin_charge:R:1
O -3.2698 -0.4683 -0.8483 -0.233 -0.171 -0.719 -0.063
N -2.4789 0.4354 -0.6739 -0.815 -1.330 0.544 -0.077
N -1.4666 0.1209 0.1020 -0.594 1.440 0.881 -0.152
C -0.9244 -1.1733 0.6140 2.185 0.796 0.138 -0.080
C 0.5319 -1.2796 -0.0512 -1.249 0.445 1.416 -0.091
C 1.4334 -0.0559 0.0309 0.549 0.172 1.405 -0.448
O 2.5697 -0.2341 -0.8010 0.447 0.084 -0.940 -0.043
C 0.6468 1.1694 -0.2404 0.024 3.741 0.425 -0.146
C -0.7375 1.3414 0.5132 3.441 -3.177 -2.363 -0.085
H -1.3949 -2.1468 0.5134 -0.923 0.585 -1.073 0.111
H -0.8180 -1.1521 1.7064 -0.020 0.695 -0.066 0.115
H 0.2932 -1.2698 -1.1091 0.299 -1.174 -0.376 0.120
H 1.0300 -2.1242 0.4393 -0.037 -0.189 -0.977 0.123
H 1.9429 0.1751 0.9919 -0.549 -0.998 -0.039 0.160
H 2.4391 -0.2184 -1.7777 -0.551 0.053 1.178 0.114
H 1.2254 2.1216 -0.0057 -0.182 -1.221 -0.081 0.137
H 0.5467 1.2480 -1.2950 -0.790 0.053 -1.216 0.102
H -0.4666 1.1788 1.4974 0.172 -0.006 2.435 0.088
H -1.1023 2.3320 0.3938 -1.174 0.203 -0.570 0.114
```
Positions in Å, forces in eV/Å.

Output
Relative energy (zero: lowest compared OMol25 entry of this formula, charge and spin): 454.8 kJ/mol
Max |F|: 5.25 eV/A
Structure (SMILES): O=NN1CCC(O)CC1
HOMO level: -9.1786 eV

=====

[3]
C11H25F5NO3P2RhTe as an isolated structure, computed with ωB97M-V with the def2-TZVPD basis set.

Structure (XYZ):
```
49
Properties=species:S:1:pos:R:3:forces:R:3:lowdin_charge:R:1
C -3.7791 -1.7494 -0.9248 0.486 0.303 -0.483 -0.013
C -2.7596 -0.9917 -0.3630 -0.227 -0.350 -1.192 -0.298
N -1.7055 -0.6083 -1.1189 -0.793 -1.866 -0.644 -0.049
C -1.6186 -1.0067 -2.3995 -0.374 -0.343 -0.555 -0.306
C -2.6468 -1.7015 -3.0415 -0.380 0.801 0.366 -0.012
C -3.7836 -2.0292 -2.2859 1.129 -0.251 -0.157 -0.019
C -2.8878 -0.4732 1.0225 0.068 -0.678 0.184 -0.272
P -1.4067 0.4434 1.5207 -0.863 1.124 1.989 0.705
Rh -0.2676 0.6544 -0.2851 2.795 1.773 -0.046 0.605
P 1.1031 -0.2796 -2.2293 -0.202 -0.232 0.339 0.826
C -0.3708 -0.7066 -3.2233 0.029 -0.068 -0.292 -0.224
O -1.9050 -5.2763 2.8221 -1.175 -0.431 -0.840 -0.055
O 0.6634 -4.5714 -1.2941 -0.348 0.482 -0.403 -0.045
H -4.5515 -2.0556 -0.2634 -0.766 -0.252 0.194 0.111
H -2.5719 -1.8276 -4.1293 -0.164 -0.323 0.599 0.127
H -4.5832 -2.5770 -2.7526 -0.284 -0.015 0.008 0.112
C -2.3196 1.9171 2.0101 0.237 0.586 0.656 -0.262
C -0.6234 -0.2854 2.9810 -0.516 -0.222 0.528 -0.220
H -0.0986 -1.6225 -3.8040 -0.268 0.682 0.322 0.112
H -0.5599 0.1197 -3.9574 0.138 -0.578 0.690 0.123
H -3.1676 -1.2332 1.7460 0.003 -0.402 -0.031 0.103
H -3.7205 0.2183 1.0205 -0.190 0.259 0.008 0.093
C 1.8967 1.1745 -2.8446 0.382 0.117 -0.517 -0.207
C 2.1550 -1.7207 -2.1371 0.614 0.264 -0.791 -0.197
H -0.1633 -4.3222 -0.8708 -0.075 -0.054 0.037 0.037
H 1.0791 -5.1580 -0.6721 0.350 -0.430 0.406 0.042
H -1.5908 -4.4542 3.1675 0.405 0.768 0.451 0.006
H -2.7846 -5.0534 2.4493 0.783 -0.323 0.375 0.047
H -1.1427 1.8769 -0.7806 -0.568 0.983 -0.287 -0.001
H 1.0998 -0.2583 -0.7806 0.494 -0.285 0.366 -0.041
H -3.0991 1.6358 2.7289 0.153 0.252 0.080 0.052
H -1.6406 2.6832 2.4143 -0.265 -0.217 -0.098 0.049
H -2.7958 2.2960 1.0998 0.148 0.022 0.185 0.039
H -1.2113 -0.0523 3.8849 0.254 -0.118 -0.229 0.057
H -0.5724 -1.3769 2.8611 0.091 0.262 -0.003 0.041
H 0.3919 0.1161 3.0778 -0.184 0.009 -0.155 0.039
H 2.5849 -1.8620 -3.1274 0.301 -0.426 0.038 0.061
H 2.9294 -1.4682 -1.4049 0.020 -0.088 -0.160 0.077
H 1.6208 -2.6122 -1.8035 -0.122 0.117 -0.080 0.032
H 2.2122 0.9638 -3.8734 0.139 0.241 0.103 0.066
H 1.2094 2.0286 -2.8125 0.158 -0.247 0.075 0.065
H 2.7524 1.3878 -2.1967 -0.045 0.088 -0.040 0.068
F 3.1248 1.6478 2.9487 0.487 -0.888 1.641 -0.468
Te 2.5360 2.4228 1.3361 0.785 0.603 0.526 1.733
F 3.1970 4.0979 1.9722 0.613 1.498 0.573 -0.479
F 4.2778 2.0821 0.5573 0.753 -0.444 -0.546 -0.493
F 0.8674 2.9315 2.1756 -1.434 0.203 0.548 -0.497
F 2.0574 3.3087 -0.2731 -0.819 0.851 -2.140 -0.496
O 1.7699 0.8257 0.8154 -1.748 -2.757 -1.602 -0.775
```
Positions in Å, forces in eV/Å.

Output
⟨S²⟩: 6.012
Spin multiplicity: 5
Relative energy (zero: lowest compared OMol25 entry of this formula, charge and spin): 53.4 kJ/mol
Max |F|: 3.64 eV/A
HOMO level (alpha / beta): -4.2442 / -8.9751 eV

=====

[4]
C38H49As2GeN4O3S2SiTi as an isolated structure, computed with ωB97M-V with the def2-TZVPD basis set.

Structure (XYZ):
```
101
Properties=species:S:1:pos:R:3:forces:R:3:lowdin_charge:R:1
Ti -0.4580 0.4538 -0.1417 -0.893 0.978 -1.165 0.612
C 3.4501 1.7144 -1.4660 0.071 -0.016 -0.080 -0.225
As 1.8559 0.6335 -1.6198 -0.170 -0.169 0.144 1.153
C 2.6398 -1.1335 -1.7561 0.127 -0.006 -0.060 -0.241
C 1.4117 1.1434 -3.4433 0.080 -0.091 -0.085 -0.449
C 2.2851 0.8335 -4.4798 -0.079 -0.001 -0.076 -0.100
C 1.9817 1.2156 -5.7793 0.033 -0.006 0.005 -0.047
C 0.8212 1.9292 -6.0436 -0.032 0.038 0.043 -0.047
C -0.0388 2.2661 -5.0062 0.085 -0.060 -0.067 -0.088
C 0.2571 1.8708 -3.7075 -0.157 0.004 -0.122 -0.472
As -0.8969 2.2422 -2.2113 0.452 -0.275 0.133 1.130
C -2.5631 2.8041 -2.9934 -0.098 0.041 -0.097 -0.253
C -0.0835 3.9128 -1.6419 -0.095 0.118 -0.026 -0.233
H 4.0179 1.4904 -2.3694 0.060 0.094 0.041 0.049
H 4.0198 1.4473 -0.5838 0.046 -0.002 -0.086 0.003
H 3.1950 2.7707 -1.4488 0.012 0.009 -0.003 0.044
H 3.0447 -1.2806 -2.7554 0.037 -0.042 0.024 0.037
H 1.9043 -1.9037 -1.5398 -0.022 0.015 -0.022 0.014
H 3.4528 -1.1806 -1.0303 -0.003 -0.031 -0.027 0.034
H 3.1981 0.2788 -4.2994 0.006 0.013 0.025 0.102
H 2.6564 0.9590 -6.5849 -0.002 0.003 -0.007 0.119
H 0.5892 2.2336 -7.0553 0.003 -0.011 -0.009 0.119
H -0.9390 2.8260 -5.2266 -0.003 0.010 0.022 0.104
H -2.3975 3.7328 -3.5381 -0.091 -0.026 -0.031 0.045
H -3.3037 2.9700 -2.2138 0.008 0.024 -0.002 0.020
H -2.9316 2.0297 -3.6645 0.002 0.008 0.004 0.043
H -0.1412 4.6261 -2.4637 0.043 0.024 0.040 0.052
H 0.9621 3.7239 -1.4022 0.003 -0.001 0.007 0.022
H -0.5774 4.3156 -0.7607 -0.005 -0.006 -0.027 0.013
O -1.5091 -4.9517 0.7586 0.024 0.065 0.105 0.072
C -1.7623 -4.2918 1.9015 0.110 -0.114 -0.069 -0.244
C -2.2864 -5.0371 2.9586 0.034 0.048 0.022 0.009
C -2.5718 -4.4281 4.1594 -0.029 -0.005 0.030 -0.046
C -2.3489 -3.0599 4.3433 0.023 -0.050 -0.026 -0.067
C -1.8304 -2.3239 3.3068 -0.057 0.059 -0.011 -0.036
C -1.5220 -2.9157 2.0720 -0.044 -0.179 -0.016 -0.079
C -1.0493 -2.0862 0.9751 0.007 0.529 0.462 -0.394
O -0.8929 -0.7839 1.2137 0.028 -0.793 0.409 -0.290
N -0.8415 -2.5587 -0.2060 0.092 -0.044 -0.027 -0.001
N -0.6458 -1.5669 -1.1904 -0.020 -0.297 0.261 -0.157
C -0.9612 -2.0875 -2.3384 0.085 0.118 -0.322 -0.915
S -1.4220 -3.7562 -2.4752 -0.057 -0.077 0.025 1.040
C -1.9564 -3.6530 -4.2011 0.029 0.025 -0.078 -0.477
C -1.1021 -2.6161 -4.8982 -0.013 -0.061 -0.057 -0.472
S -1.0052 -1.1730 -3.8080 0.070 0.242 0.015 0.988
H -1.1323 -4.3237 0.1148 -0.042 -0.033 -0.010 0.030
H -2.4587 -6.0925 2.8018 -0.003 -0.017 0.001 0.128
H -2.9840 -5.0190 4.9666 0.006 -0.004 0.013 0.117
H -2.5838 -2.5895 5.2875 -0.015 0.008 0.001 0.110
H -1.6694 -1.2621 3.4248 0.054 0.028 0.013 0.096
H -3.0122 -3.3861 -4.2301 0.005 -0.006 0.019 0.088
H -1.8271 -4.6408 -4.6413 0.003 0.009 -0.012 0.094
H -1.5483 -2.2823 -5.8337 0.012 -0.006 -0.004 0.093
H -0.0938 -2.9815 -5.0882 -0.008 0.008 0.003 0.089
Ge 1.4698 0.0115 1.9928 -0.043 0.190 0.661 1.097
C 1.6920 -1.7845 2.5548 0.261 -0.420 -0.119 -0.353
C 2.3331 -2.7517 1.7728 -0.115 0.026 -0.062 -0.110
C 2.5807 -4.0142 2.2826 -0.039 0.005 0.026 -0.055
C 2.2018 -4.3163 3.5857 0.024 -0.042 -0.037 -0.046
C 1.5756 -3.3633 4.3724 -0.056 0.026 0.026 -0.052
C 1.3114 -2.1012 3.8588 0.059 -0.054 -0.006 -0.112
C 3.0886 0.9772 1.6650 0.182 0.127 -0.105 -0.382
C 4.3189 0.3175 1.7050 0.023 0.040 -0.013 -0.102
C 5.4983 1.0512 1.6668 -0.033 -0.029 0.000 -0.055
C 5.4535 2.4369 1.5945 0.004 0.014 -0.005 -0.049
C 4.2314 3.0986 1.5523 0.012 -0.011 0.000 -0.064
C 3.0535 2.3706 1.5729 -0.015 0.064 0.094 -0.143
H 0.6465 0.8094 3.0085 -0.164 -0.052 -0.135 0.016
H 2.6251 -2.5281 0.7520 0.018 0.011 0.045 0.082
H 3.0695 -4.7613 1.6721 0.001 -0.006 -0.006 0.114
H 2.3991 -5.3009 3.9877 -0.002 -0.007 0.006 0.117
H 1.2837 -3.6049 5.3854 -0.005 0.013 0.008 0.118
H 0.8183 -1.3684 4.4852 -0.030 0.031 0.002 0.104
H 4.3654 -0.7606 1.7992 -0.020 -0.020 0.000 0.102
H 6.4511 0.5412 1.7112 0.010 -0.004 -0.001 0.118
H 6.3745 3.0040 1.5752 0.004 0.006 0.007 0.119
H 4.2024 4.1792 1.5027 -0.001 0.007 -0.004 0.118
H 2.1042 2.8942 1.5219 0.024 -0.055 0.012 0.080
N -3.5950 1.1886 -0.0421 -0.008 -0.025 -0.033 0.013
C -4.8665 0.7620 0.0307 0.014 0.042 -0.017 -0.048
C -4.8743 -0.5485 -0.3826 0.021 0.004 -0.005 -0.013
C -3.5398 -0.8335 -0.6853 0.050 0.008 -0.093 -0.105
N -2.7597 0.2283 -0.4842 0.032 0.069 0.281 -0.043
H -3.2402 2.0959 0.2087 0.025 0.020 -0.003 0.076
H -5.6558 1.4161 0.3604 -0.022 -0.006 0.006 0.135
H -5.7199 -1.2080 -0.4537 -0.010 -0.010 0.000 0.114
H -3.1225 -1.7620 -1.0340 -0.025 -0.033 0.024 0.097
C -0.0595 3.9377 2.8313 0.158 0.143 0.009 -0.156
Si -1.3693 2.9154 2.0413 0.191 -0.430 -0.498 0.378
C -2.6286 4.0280 1.2073 -0.084 0.117 -0.082 -0.153
C -2.1964 1.7637 3.2334 -0.048 -0.157 0.082 -0.142
O -0.6767 1.9462 0.7828 -0.098 0.259 0.569 -0.504
H -0.5246 4.4769 3.6615 0.021 0.038 0.006 0.058
H 0.3480 4.6845 2.1462 0.027 0.001 0.013 0.047
H 0.7634 3.3547 3.2448 -0.030 -0.021 0.035 0.026
H -2.4531 5.0603 1.5182 -0.020 0.009 0.016 0.056
H -3.6511 3.7891 1.5094 -0.017 0.006 0.012 0.045
H -2.5912 4.0423 0.1140 0.034 -0.015 0.014 0.017
H -3.1801 2.1477 3.5092 -0.007 -0.002 0.059 0.048
H -1.6165 1.6532 4.1511 0.011 -0.008 0.011 0.046
H -2.3344 0.7674 2.8069 -0.029 0.048 -0.042 0.016
```
Positions in Å, forces in eV/Å.

Output
⟨S²⟩: 0.759
Spin multiplicity: 2
Relative energy (zero: lowest compared OMol25 entry of this formula, charge and spin): 162.6 kJ/mol
Total charge: +2
Max |F|: 1.76 eV/A
HOMO level (alpha / beta): -12.6387 / -12.6242 eV

=====

[5]
I2O2 as an isolated structure, computed with ωB97M-V with the def2-TZVPD basis set.

Structure (XYZ):
```
4
Properties=species:S:1:pos:R:3:forces:R:3:lowdin_charge:R:1
O -0.5933 -0.1575 0.8234 2.660 1.708 1.250 -0.975
O 0.6439 0.8212 0.3922 -2.969 -0.496 1.498 -0.910
I -1.7885 -0.3300 -0.6137 -1.452 -0.134 -1.533 0.936
I 1.7379 -0.3337 -0.6019 1.761 -1.078 -1.214 0.949
```
Positions in Å, forces in eV/Å.

Output
Relative energy (zero: lowest compared OMol25 entry of this formula, charge and spin): 54.5 kJ/mol
Max |F|: 3.40 eV/A
HOMO level: -9.4502 eV